# 1
DFT (ωB97M-V/def2-TZVPD) results for a molecular structure, C5H7O4Rb.

Atoms and positions in Å:
O 0.23 -0.53 -0.75
Rb 2.69 -0.23 -3.02
C -0.52 -1.73 -0.54
C -1.21 -1.58 0.79
H -2.20 -1.13 0.62
H -1.16 -1.90 -1.41
H 0.17 -2.56 -0.10
H -1.39 -2.52 1.32
C -0.35 -0.40 1.60
C 0.40 0.25 0.51
O 0.33 1.62 0.39
C 0.98 2.25 -0.58
O 1.76 1.74 -1.36
O 0.67 3.52 -0.55
H 0.33 -0.89 2.31
H -1.00 0.30 2.14
H 0.27 3.79 -1.39

Energy above the lowest of the compared OMol25 structures with the same formula, charge and spin   0.0 kcal per mole
HOMO level (alpha / beta)   -11.14 / -13.57 eV
Largest force on an atom   3.729 eV/A
Molar mass   216.58 g mol⁻¹
E_LUMO (alpha / beta)   -3.5 / -3.5 eV
⟨S²⟩   0.75
2S+1   2
Charge   +1

Here are the Mulliken charges for atoms 1 to 6, given in e: O -0.330; Rb 1.018; C -0.337; C -0.756; H 0.265; H 0.323

# 2
DFT (ωB97M-V/def2-TZVPD) results for a molecular structure, C24H44Ge2NO3PSr.

Atoms and positions in Å:
Sr -1.48 -0.96 0.02
C 1.67 -0.70 2.82
C 2.41 -1.17 1.57
Ge 1.83 -0.19 -0.08
C 2.45 -1.16 -1.72
C 1.74 -0.69 -2.99
C 2.68 1.58 -0.06
C 1.96 2.69 -0.10
Ge -0.01 2.38 -0.17
C -0.93 2.75 -1.91
C -1.00 4.23 -2.29
C -1.09 2.60 1.51
C -1.37 4.05 1.90
C 2.42 4.09 -0.12
C 1.49 5.13 -0.04
C 1.88 6.45 -0.04
C 3.23 6.77 -0.14
C 4.17 5.75 -0.22
C 3.78 4.43 -0.22
H 2.01 -1.24 3.70
H 0.59 -0.88 2.71
H 1.83 0.36 3.00
H 2.23 -2.23 1.39
H 3.49 -1.03 1.69
H 2.25 -2.22 -1.55
H 3.53 -1.02 -1.80
H 0.66 -0.84 -2.91
H 2.10 -1.25 -3.86
H 1.94 0.37 -3.18
H 3.77 1.62 -0.02
H -1.93 2.32 -1.84
H -0.36 2.19 -2.66
H -1.57 4.81 -1.56
H -1.49 4.34 -3.25
H 0.00 4.66 -2.37
H -0.52 2.09 2.30
H -2.03 2.06 1.36
H -0.44 4.61 2.06
H -1.94 4.08 2.83
H -1.95 4.57 1.13
H 0.43 4.88 0.03
H 1.14 7.24 0.02
H 3.54 7.81 -0.14
H 5.22 5.99 -0.30
H 4.52 3.65 -0.29
C -5.94 -0.95 1.44
O -5.56 -1.39 0.12
P -4.09 -1.39 -0.45
O -3.17 -1.86 0.85
C -3.18 -3.28 1.10
O -3.55 0.18 -0.22
C -4.34 1.19 -0.88
H -7.01 -0.75 1.42
H -5.41 -0.03 1.72
H -5.73 -1.72 2.17
H -2.83 -3.45 2.12
H -2.52 -3.81 0.40
H -4.18 -3.70 1.01
H -4.07 2.16 -0.46
H -5.41 1.03 -0.72
H -4.15 1.20 -1.96
C 2.59 -5.49 -0.51
C 1.11 -5.73 -0.12
C 0.42 -6.62 -1.16
C 1.02 -6.35 1.28
C 0.47 -4.42 -0.10
N 0.01 -3.36 -0.10
H 3.11 -6.45 -0.52
H 3.08 -4.84 0.22
H 2.67 -5.04 -1.50
H 0.93 -7.58 -1.19
H 0.46 -6.18 -2.16
H -0.62 -6.80 -0.90
H 1.53 -7.31 1.27
H -0.02 -6.52 1.57
H 1.49 -5.72 2.03

Energy above the lowest of the compared OMol25 structures with the same formula, charge and spin   68.5 kcal per mole
HOMO level   -12.83 eV
Largest force on an atom   6.882 eV/A
Molar mass   658.43 g mol⁻¹
E_LUMO   -5.9 eV
Charge   +2

Here are the Mulliken charges for atoms 1 to 6, given in e: Sr 1.724; C -1.038; C -0.091; Ge -0.335; C -0.051; C -1.102

# 3
DFT (ωB97M-V/def2-TZVPD) results for a gas-phase ion, C30H40Cl3N2O2S (charge +1).

Atoms and positions in Å:
C 3.47 -3.91 -0.03
C 3.38 -2.86 1.08
C 2.92 -1.48 0.59
C 1.42 -1.51 0.34
N 0.87 -0.46 -0.56
C 0.28 0.78 -0.12
C 0.15 1.71 -1.44
Cl 0.67 0.83 -2.92
C -1.11 2.50 -1.93
C -2.51 1.96 -1.78
Cl -1.03 4.23 -1.42
N -1.04 0.56 0.60
C -1.78 -0.70 0.50
C -2.27 -1.10 -0.90
C -2.17 -2.62 -1.14
C -3.39 -3.37 -0.64
O -3.24 -4.73 -1.04
C -3.91 -5.65 -0.32
O -3.57 -6.79 -0.25
C -1.39 1.52 1.41
C -2.57 1.55 2.33
C -3.87 2.03 1.71
C -5.05 1.34 1.99
C -6.26 1.79 1.49
C -6.31 2.92 0.69
C -5.14 3.62 0.41
C -3.93 3.18 0.93
S -0.27 2.81 1.44
C 1.09 1.57 0.97
Cl 1.29 0.70 2.53
C 2.33 2.42 0.71
C 3.58 1.75 0.18
C 4.65 1.52 1.04
C 5.82 0.93 0.60
C 5.96 0.55 -0.74
C 7.24 -0.08 -1.21
C 4.90 0.79 -1.61
C 3.73 1.39 -1.16
H 4.45 -4.40 -0.01
H 3.34 -3.48 -1.02
H 2.75 -4.71 0.12
H 4.36 -2.72 1.56
H 2.71 -3.18 1.88
H 3.18 -0.76 1.37
H 3.45 -1.22 -0.33
H 1.24 -2.44 -0.19
H 0.90 -1.61 1.29
H 0.16 -0.92 -1.10
H 0.91 2.47 -1.32
H -0.96 2.60 -3.00
H -3.20 2.73 -2.12
H -2.82 1.68 -0.78
H -2.65 1.13 -2.48
H -2.62 -0.66 1.18
H -1.15 -1.51 0.88
H -1.67 -0.62 -1.67
H -3.30 -0.77 -1.04
H -2.08 -2.78 -2.21
H -1.27 -3.01 -0.67
H -4.30 -2.94 -1.07
H -3.43 -3.33 0.45
H -4.80 -5.25 0.20
H -2.73 0.53 2.69
H -2.31 2.14 3.20
H -5.02 0.46 2.62
H -7.16 1.23 1.72
H -7.25 3.26 0.28
H -5.17 4.52 -0.20
H -3.02 3.74 0.71
H 2.07 3.28 0.08
H 2.58 2.86 1.68
H 4.56 1.82 2.08
H 6.63 0.78 1.29
H 7.23 -0.29 -2.28
H 8.08 0.59 -0.99
H 7.44 -1.00 -0.65
H 4.97 0.50 -2.65
H 2.94 1.57 -1.87

HOMO level   -11.44 eV
Largest force on an atom   1.482 eV/A
Molar mass   599.09 g mol⁻¹
E_LUMO   -3.8 eV
Charge   +1

Here are the Mulliken charges for atoms 1 to 6, given in e: C -1.258; C -0.921; C 0.120; C -0.474; N 0.212; C -1.656

# 4
DFT (ωB97M-V/def2-TZVPD) results for 2 unconnected molecules or ions with the total composition C5H11O2.

Atoms and positions in Å:
C -0.16 -1.06 -2.92
C 0.84 -2.10 -3.48
H 0.18 -0.63 -1.98
H -0.16 -0.22 -3.62
H -1.18 -1.42 -2.82
H 0.36 -2.84 -4.12
H 1.47 -2.44 -2.67
H 1.52 -1.62 -4.20
C 0.48 0.19 0.91
C 1.41 -0.22 2.06
C -0.72 1.10 1.37
O -1.08 1.02 2.56
O -1.25 1.71 0.42
H 1.01 0.69 0.12
H 0.04 -0.70 0.44
H 0.80 -0.30 2.96
H 2.17 0.53 2.29
H 1.80 -1.21 1.83

Energy above the lowest of the compared OMol25 structures with the same formula, charge and spin   10.4 kcal per mole
HOMO level   -3.76 eV
Largest force on an atom   1.188 eV/A
Molar mass   103.14 g mol⁻¹
E_LUMO   3.5 eV
Charge   -1

Here are the Mulliken charges for atoms 1 to 6, given in e: C -0.444; C -0.821; H -0.050; H 0.264; H 0.290; H 0.274

# 5
DFT (ωB97M-V/def2-TZVPD) results for a molecular structure, C31H68N4O6SSi2.

Atoms and positions in Å:
C 1.48 1.09 5.08
N 1.02 0.86 3.71
C 0.61 2.07 3.00
C -0.65 1.92 2.16
C -1.95 1.85 2.82
C -1.97 1.95 4.33
C -1.69 3.33 4.94
O -2.27 3.27 6.26
C -2.23 4.55 4.19
N -1.29 5.70 4.37
C -3.14 1.70 2.13
Si -4.90 1.52 2.85
C -5.38 -0.30 2.93
C -6.10 2.34 1.64
C -5.23 2.39 4.48
C -3.02 1.59 0.70
N -4.00 1.39 -0.17
S -3.37 1.33 -1.64
N -1.81 1.52 -1.27
C -1.74 1.64 0.05
C -0.53 1.82 0.80
C 0.72 1.83 -0.02
C 1.08 0.46 -0.59
O 0.51 -0.60 0.19
Si 0.21 -2.06 -0.54
C 1.35 -2.43 -1.99
C -1.55 -2.25 -1.13
C 0.50 -3.38 0.76
H 0.69 0.96 5.83
H 1.87 2.09 5.19
H 2.28 0.41 5.34
H 0.27 0.18 3.71
H 0.45 2.92 3.66
H 1.44 2.36 2.37
H -2.90 1.58 4.76
H -1.20 1.30 4.72
H -0.63 3.50 5.10
H -2.08 4.12 6.67
H -3.15 4.84 4.67
H -2.40 4.35 3.13
H -1.83 6.52 4.58
H -0.82 5.91 3.50
H -5.14 -0.77 1.99
H -4.94 -0.83 3.76
H -6.46 -0.31 3.01
H -5.65 3.28 1.34
H -6.28 1.74 0.76
H -7.02 2.58 2.17
H -4.81 1.94 5.36
H -6.32 2.37 4.60
H -4.96 3.44 4.39
H 1.58 2.25 0.49
H 0.54 2.48 -0.87
H 0.69 0.41 -1.61
H 2.16 0.37 -0.66
H 2.24 -2.97 -1.71
H 0.80 -3.11 -2.65
H 1.62 -1.57 -2.59
H -2.25 -2.01 -0.33
H -1.78 -1.69 -2.03
H -1.72 -3.30 -1.38
H 0.53 -4.36 0.29
H -0.32 -3.37 1.47
H 1.43 -3.17 1.28
C 6.50 -1.47 -2.11
C 5.62 -0.29 -1.74
C 6.12 0.42 -0.49
O 4.27 -0.72 -1.56
H 6.50 -2.21 -1.31
H 6.13 -1.96 -3.01
H 7.53 -1.15 -2.29
H 5.59 0.42 -2.58
H 6.11 -0.26 0.36
H 5.47 1.27 -0.25
H 7.14 0.79 -0.63
H 4.25 -1.35 -0.83
C -4.40 -6.79 -1.87
C -4.21 -5.49 -1.10
C -5.46 -5.13 -0.31
O -3.85 -4.43 -1.98
H -5.21 -6.68 -2.60
H -3.49 -7.03 -2.43
H -4.63 -7.62 -1.21
H -3.37 -5.60 -0.41
H -6.30 -4.97 -0.99
H -5.30 -4.20 0.24
H -5.72 -5.91 0.40
H -4.58 -4.30 -2.60
C 3.08 4.50 -3.38
C 3.52 4.14 -1.97
C 4.99 4.43 -1.75
O 3.25 2.76 -1.71
H 3.63 3.92 -4.12
H 2.02 4.28 -3.52
H 3.24 5.56 -3.59
H 2.92 4.70 -1.25
H 5.61 3.84 -2.44
H 5.29 4.16 -0.74
H 5.22 5.49 -1.91
H 3.76 2.23 -2.34
C 3.52 -2.88 -4.93
C 3.40 -4.21 -5.65
C 3.18 -4.03 -7.14
O 2.33 -4.98 -5.09
H 2.60 -2.29 -5.05
H 3.67 -3.03 -3.86
H 4.35 -2.29 -5.32
H 4.30 -4.80 -5.48
H 2.26 -3.48 -7.33
H 3.10 -4.99 -7.64
H 4.01 -3.47 -7.60
H 1.52 -4.48 -5.21

HOMO level   -8.25 eV
Largest force on an atom   0.981 eV/A
Molar mass   681.15 g mol⁻¹
E_LUMO   -0.1 eV

Here are the Mulliken charges for atoms 1 to 6, given in e: C -0.885; N -0.232; C -1.222; C 0.311; C 0.446; C -1.751

# 6
DFT (ωB97M-V/def2-TZVPD) results for a molecular structure, C14H21ClN3OS.

Atoms and positions in Å:
O 0.77 0.51 1.28
C 0.94 1.02 0.10
N 2.03 1.71 -0.44
H 1.89 1.99 -1.36
C 3.15 1.59 0.15
C 4.24 0.98 -0.34
H 4.03 0.85 -1.30
H 5.19 1.64 -0.35
S 4.62 -0.56 0.22
C 3.12 -1.41 0.13
C 2.37 -1.19 -1.07
C 1.04 -1.78 -1.27
C 0.55 -2.53 -0.13
C 1.22 -2.32 1.23
C 2.48 -1.93 1.14
H 2.95 -1.96 2.33
H 0.75 -2.97 2.12
Cl -1.19 -2.87 0.00
H 0.73 -1.80 -2.18
H 2.89 -0.98 -1.86
H 2.93 1.36 1.22
H 3.22 2.93 0.54
C -0.45 1.19 -0.78
N -1.67 0.45 -0.07
C -2.70 0.39 -1.48
C -3.80 -0.49 -0.62
N -4.33 0.08 0.52
H -5.17 0.07 0.86
C -3.39 0.30 1.65
H -3.66 0.84 2.47
C -2.12 1.22 0.90
H -1.36 1.17 1.56
H -2.44 2.14 0.66
H -2.99 -0.78 1.85
H -4.72 -0.64 -1.34
H -3.54 -1.33 -0.29
H -2.29 -0.35 -2.26
H -3.02 1.22 -1.31
H -1.34 -0.51 0.08
H -0.83 2.24 -0.95
H -0.11 0.50 -1.62

Energy above the lowest of the compared OMol25 structures with the same formula, charge and spin   317.5 kcal per mole
HOMO level   -11.13 eV
Largest force on an atom   13.935 eV/A
Molar mass   314.86 g mol⁻¹
E_LUMO   -2.9 eV
Charge   +1

Here are the Mulliken charges for atoms 1 to 6, given in e: O -0.601; C 0.461; N 0.209; H 0.183; C -0.464; C -0.939

# 7
DFT (ωB97M-V/def2-TZVPD) results for 7 unconnected molecules or ions with the total composition C25H31FO21S.

Atoms and positions in Å:
O -2.35 0.13 6.00
C -1.85 -0.56 5.18
O -0.99 -1.59 5.47
C -0.50 -2.09 4.25
O 0.31 -2.95 4.24
C -1.18 -1.39 3.11
C -0.93 -1.77 1.69
C 0.42 -1.26 1.14
C 0.45 0.17 0.54
S -1.02 1.20 0.71
C -1.98 -0.52 3.71
F -2.84 0.32 3.21
H -0.88 -2.86 1.67
H -1.78 -1.48 1.08
H 0.75 -1.97 0.38
H 1.15 -1.30 1.95
H 1.29 0.73 0.96
H 0.63 0.12 -0.53
H -0.64 1.91 1.78
C -3.84 -5.80 4.31
C -4.35 -4.43 4.70
O -3.75 -3.59 3.71
C -3.46 -4.35 2.62
O -3.08 -3.91 1.58
O -3.63 -5.66 2.90
H -4.55 -6.60 4.49
H -2.89 -6.04 4.78
H -5.44 -4.34 4.61
H -4.04 -4.10 5.69
C 0.04 4.65 -2.30
C 0.99 4.30 -3.43
O 2.08 3.69 -2.72
C 1.62 3.23 -1.53
O 2.24 2.53 -0.79
O 0.36 3.66 -1.31
H -1.01 4.57 -2.56
H 0.24 5.64 -1.89
H 0.57 3.56 -4.11
H 1.34 5.17 -3.97
C 4.16 8.49 -2.84
C 4.37 8.94 -4.27
O 3.38 8.18 -4.97
C 2.41 7.84 -4.10
O 1.37 7.34 -4.40
O 2.78 8.13 -2.84
H 4.34 9.26 -2.10
H 4.75 7.60 -2.59
H 4.16 10.00 -4.41
H 5.35 8.71 -4.67
C -5.23 2.18 5.80
C -4.03 2.79 5.11
O -4.58 4.01 4.58
C -5.66 4.34 5.31
O -6.24 5.38 5.24
O -6.00 3.33 6.15
H -4.98 1.62 6.70
H -5.82 1.55 5.13
H -3.23 3.04 5.81
H -3.63 2.18 4.31
C 2.24 -2.97 -3.36
C 2.72 -1.78 -4.16
O 1.59 -0.90 -4.11
C 0.85 -1.22 -3.02
O -0.05 -0.57 -2.60
O 1.29 -2.37 -2.47
H 3.03 -3.47 -2.80
H 1.71 -3.70 -3.98
H 3.57 -1.28 -3.69
H 2.95 -2.00 -5.20
C 4.05 -7.39 -5.08
C 2.74 -7.80 -4.44
O 2.84 -7.22 -3.14
C 3.72 -6.19 -3.19
O 3.90 -5.40 -2.32
O 4.35 -6.17 -4.39
H 3.97 -7.19 -6.15
H 4.85 -8.10 -4.90
H 1.87 -7.37 -4.94
H 2.60 -8.87 -4.35

HOMO level   -8.30 eV
Largest force on an atom   0.810 eV/A
Molar mass   718.57 g mol⁻¹
E_LUMO   -0.3 eV

Here are the Mulliken charges for atoms 1 to 6, given in e: O -0.514; C 0.461; O -0.376; C 0.028; O -0.520; C 0.480

# 8
DFT (ωB97M-V/def2-TZVPD) results for C4H9N in the gas phase.

Atoms and positions in Å:
C -1.81 0.00 -0.02
C 0.56 1.05 -0.06
C 1.68 -0.11 -0.05
C 0.44 -1.02 -0.04
H -2.24 -0.98 -0.29
H -2.06 0.19 1.08
H -2.57 0.80 -0.42
H 0.41 1.40 1.00
H 0.81 2.04 -0.56
H 2.23 -0.10 -1.00
H 2.40 -0.13 0.72
H 0.25 -1.47 0.91
H 0.30 -1.78 -0.78
N -0.41 0.10 -0.49

Energy above the lowest of the compared OMol25 structures with the same formula, charge and spin   41.9 kcal per mole
HOMO level   -8.51 eV
Largest force on an atom   3.490 eV/A
Molar mass   71.12 g mol⁻¹
E_LUMO   1.2 eV

Here are the Mulliken charges for atoms 1 to 6, given in e: C -0.847; C -0.422; C -0.571; C -0.572; H 0.307; H 0.297